Below is 2 unconnected molecules or ions with the total composition C6H9F6N2 in a non-equilibrium geometry, with properties calculated with the ωB97M-V functional and the def2-TZVPD basis.

Its net charge is +1. The calculation puts the calculated total energy at -942.366548 Eh. As for the spin multiplicity: 1. The relative energy (zero: lowest compared OMol25 entry of this formula, charge and spin) is 51.4 kcal/mol. The HOMO energy (alpha / beta) comes out at -12.8 / -12.9 eV. The calculation puts the LUMO energy (alpha / beta) at -4.5 / -4.9 eV.

Last column: Löwdin charge in e.
Cartesian coordinates (Å):
C1 -0.84461 0.15175 -0.53756  -0.0049
C2 -2.20967 -1.54036 -1.71229  -0.0159
C3 -1.75482 -1.96292 0.52473  -0.0041
C4 0.78603 1.43900 0.68145  -0.0088
C5 1.63067 1.52962 1.96584  -0.5639
C6 2.66342 1.28547 -1.00781  -0.4725
N1 -1.60479 -0.90952 -0.52794  -0.1295
N2 -0.07004 0.40221 0.52771  0.0917
F1 0.80463 1.67047 3.03480  0.1288
F2 2.47376 2.56262 1.94500  0.1625
F3 2.39667 0.40631 2.28608  0.0995
F4 3.79964 1.49201 -0.42590  0.2141
F5 2.51882 0.07907 -1.40658  0.2076
F6 2.40808 2.20941 -1.92460  0.1683
H1 -0.77351 0.83246 -1.36749  0.1779
H2 -2.02974 -2.52815 -1.73719  0.0485
H3 -3.32227 -1.42810 -1.71490  0.1301
H4 -1.74150 -1.15576 -2.62765  0.1144
H5 -1.44194 -1.66053 1.51319  0.0756
H6 -2.90592 -2.15033 0.50856  0.1434
H7 -1.16912 -2.96852 0.32861  0.1547
H8 0.41481 2.48716 0.44411  0.1682
H9 -0.02862 -0.24335 1.22982  0.1142

Atoms 1-6, force components in eV/Å:
C 0.573 -0.943 1.688
C -1.290 4.298 -1.448
C -0.865 -1.099 0.156
C 3.628 3.807 -1.198
C 0.398 -1.083 0.979
C -1.899 1.910 1.992